# 1
Formula: C2H3N3O2
Source: the Open Molecules 2025 dataset
Level of theory: ωB97M-V with the def2-TZVPD basis set

Positions of all 10 atoms, in Å:
N (1.635, -2.711, -0.108)
C (1.373, -1.564, -0.127)
C (0.940, -0.213, -0.304)
N (-0.236, 0.002, 0.643)
N (2.069, 0.811, 0.012)
O (1.818, 1.917, -0.350)
O (3.128, 0.363, 0.418)
H (0.590, 0.047, -1.373)
H (-0.329, -0.843, 1.029)
H (-1.154, 0.217, 0.160)

- Molecular weight: 101.065 g/mol
- Relative energy (zero: lowest compared OMol25 entry of this formula, charge and spin): 465.84 kJ/mol
- Kohn-Sham gap: 0.3978 Eh
- SMILES: N#C[C@@H](N)[N+](=O)[O-]
- HOMO: -11.17 eV

---

# 2
Formula: C2H3N3O2
Source: the Open Molecules 2025 dataset
Level of theory: ωB97M-V with the def2-TZVPD basis set

Positions of all 10 atoms, in Å:
C (-0.644, 0.098, -1.592)
C (-0.998, 0.832, 0.583)
N (-1.311, 0.713, -0.790)
N (0.293, 0.409, 0.875)
N (1.132, -0.170, 0.020)
O (-1.725, 1.341, 1.387)
O (1.372, -1.499, 0.433)
H (-0.591, -0.068, -2.638)
H (0.384, 0.147, 1.857)
H (2.089, -1.804, -0.136)

- Molecular weight: 101.065 g/mol
- Relative energy (zero: lowest compared OMol25 entry of this formula, charge and spin): 561.00 kJ/mol
- Kohn-Sham gap (spin up / spin down): 0.2907 / 0.3219 Eh
- HOMO (spin up / spin down): -7.98 / -8.68 eV

---

# 3
Formula: C2H3N3O2
Source: the Open Molecules 2025 dataset
Level of theory: ωB97M-V with the def2-TZVPD basis set

Positions of all 10 atoms, in Å:
O (0.027, 0.980, -2.339)
C (-0.023, 0.498, -1.224)
N (-0.481, -0.736, -0.916)
N (-0.032, -1.335, 0.255)
C (0.094, -0.540, 1.214)
N (-0.135, 0.823, 1.041)
O (0.486, 1.216, -0.196)
H (-0.619, -1.296, -1.773)
H (0.333, -0.932, 2.177)
H (0.350, 1.323, 1.761)

- Molecular weight: 101.065 g/mol
- Relative energy (zero: lowest compared OMol25 entry of this formula, charge and spin): 280.40 kJ/mol
- Kohn-Sham gap: 0.3829 Eh
- SMILES: O=C1NN=CNO1
- HOMO: -9.77 eV

---

# 4
Formula: C2H3N3O2S
Source: the Open Molecules 2025 dataset
Level of theory: ωB97M-V with the def2-TZVPD basis set

Positions of all 11 atoms, in Å:
O (-2.575, 0.348, 0.570)
N (-1.761, -0.224, -0.420)
C (-0.438, -0.032, -0.242)
N (0.278, -1.101, -0.175)
O (1.656, -1.117, -0.091)
C (2.312, -0.024, 0.252)
N (1.964, 1.191, 0.275)
S (0.372, 1.556, -0.325)
H (-3.282, 0.853, 0.165)
H (-1.914, -1.227, -0.404)
H (3.388, -0.225, 0.396)

- Molecular weight: 133.132 g/mol
- Relative energy (zero: lowest compared OMol25 entry of this formula, charge and spin): 385.05 kJ/mol
- Kohn-Sham gap: 0.3303 Eh
- SMILES: ONC1=NOC=NS1
- HOMO: -8.59 eV